Below is the molecule C18H22ClN3O3S, with properties calculated with the ωB97M-V functional and the def2-TZVPD basis.

Geometry (Å):
C  -4.7260  2.1017  -0.8817
C  -4.4910  0.5981  -0.7673
C  -5.1720  0.0214  0.4747
C  -4.9483  -1.4849  0.5673
C  -3.4578  -1.8055  0.6086
C  -2.7440  -1.2301  -0.6122
C  -2.9870  0.2748  -0.7641
N  -2.2927  1.0037  0.2797
C  -1.3125  1.8776  0.0125
O  -1.0015  2.2481  -1.0978
C  -0.6182  2.4283  1.2640
S  1.1857  2.3640  1.0268
C  1.2859  0.6983  0.6253
N  0.3505  -0.1988  0.7314
N  0.8792  -1.3543  0.2823
C  2.0963  -1.1152  -0.0709
C  3.0708  -2.0967  -0.6270
O  4.2591  -2.1699  0.1214
C  5.2124  -1.1975  -0.0115
C  6.3212  -1.3416  0.8241
C  7.3612  -0.4385  0.7755
C  7.3004  0.6244  -0.1142
Cl  8.5998  1.7629  -0.1796
C  6.2077  0.7798  -0.9469
C  5.1637  -0.1291  -0.8982
O  2.4275  0.1873  0.1240
H  -5.7870  2.3133  -0.9916
H  -4.1997  2.5038  -1.7437
H  -4.3635  2.6145  0.0066
H  -4.9185  0.1103  -1.6500
H  -4.7794  0.5095  1.3697
H  -6.2423  0.2338  0.4290
H  -5.4400  -1.8796  1.4589
H  -5.3975  -1.9687  -0.3031
H  -3.0193  -1.4008  1.5234
H  -3.3099  -2.8863  0.6331
H  -3.1092  -1.7295  -1.5114
H  -1.6718  -1.4126  -0.5295
H  -2.5474  0.6252  -1.7045
H  -2.3936  0.6421  1.2135
H  -0.8698  1.8781  2.1684
H  -0.8511  3.4862  1.3825
H  2.6108  -3.0855  -0.5582
H  3.2743  -1.8673  -1.6822
H  6.3437  -2.1767  1.5056
H  8.2154  -0.5544  1.4235
H  6.1639  1.6103  -1.6336
H  4.3212  0.0260  -1.5528

Values from the calculation:
orbital gap	0.34055	hartree
highest occupied orbital energy	-8.6704	eV
charge	0
SMILES	C[C@@H]1CCCC[C@@H]1NC(=O)CSc1nnc(COc2ccc(Cl)cc2)o1
E	-1947.479914	Ha